[1]
{
  "formula": "C6H12O",
  "method": "ωB97M-V/def2-TZVPD",
  "e_tot_ha": -310.86712,
  "orbital_gap_ha": [0.31286, 0.31568],
  "de_lowest_kcal_mol": 120.6,
  "species": ["C", "C", "C", "C", "O", "C", "C", "H", "H", "H", "H", "H", "H", "H", "H", "H", "H", "H", "H"],
  "xyz": [[-1.476, 1.128, -1.023], [-0.375, 0.074, -1.014], [1.007, 0.595, -0.610], [1.703, -0.683, -0.157], [0.690, -1.487, 0.442], [-0.593, -1.024, 0.031], [-0.258, 0.194, 2.665], [-1.268, 1.909, -1.762], [-2.449, 0.687, -1.269], [-1.555, 1.599, -0.036], [-0.299, -0.394, -2.006], [0.905, 1.293, 0.230], [1.533, 1.101, -1.426], [2.490, -0.513, 0.586], [2.148, -1.220, -1.008], [-1.185, -1.869, -0.342], [0.817, -0.091, 2.653], [-1.124, -0.596, 0.903], [-0.711, -0.704, 3.144]],
  "mulliken_charge": [-1.548, 0.609, -0.715, -0.505, -0.403, -0.636, -0.368, 0.376, 0.376, 0.363, 0.272, 0.312, 0.390, 0.293, 0.303, 0.310, 0.130, 0.211, 0.230]
}

[2]
{
  "formula": "C32H48As2F6FeN5SSbSe",
  "method": "ωB97M-V/def2-TZVPD",
  "charge": 1,
  "e_tot_ha": -10896.02240,
  "orbital_gap_ha": [0.22226, 0.15697],
  "s_squared": 8.7963,
  "spin_multiplicity": 6,
  "de_lowest_kcal_mol": 0.0,
  "species": ["Fe", "C", "As", "C", "C", "C", "C", "C", "C", "C", "As", "C", "C", "H", "H", "H", "H", "H", "H", "H", "H", "H", "H", "H", "H", "H", "H", "H", "H", "N", "N", "C", "N", "S", "H", "H", "H", "H", "H", "F", "Sb", "F", "F", "F", "F", "F", "C", "C", "C", "C", "C", "C", "H", "H", "H", "H", "H", "C", "C", "C", "C", "N", "C", "Se", "N", "C", "C", "C", "C", "C", "C", "C", "C", "C", "C", "H", "H", "H", "H", "H", "H", "H", "H", "H", "H", "H", "H", "H", "H", "H", "H", "H", "H", "H", "H", "H", "H"],
  "xyz": [[1.903, 0.101, 0.777], [3.713, -1.761, -2.248], [3.046, -1.659, -0.361], [2.403, -3.506, -0.137], [4.861, -1.660, 0.485], [5.925, -2.300, -0.087], [7.244, -1.976, 0.253], [7.443, -1.032, 1.236], [6.387, -0.423, 1.851], [5.102, -0.735, 1.484], [3.683, 0.362, 2.210], [4.480, 2.148, 2.647], [3.596, -0.419, 4.010], [2.878, -1.630, -2.888], [4.224, -2.725, -2.494], [4.424, -0.933, -2.389], [2.035, -3.888, -1.069], [1.557, -3.490, 0.606], [3.177, -4.155, 0.292], [5.762, -3.146, -0.746], [8.105, -2.360, -0.281], [8.505, -0.831, 1.459], [6.560, 0.242, 2.750], [4.390, 2.455, 3.743], [3.945, 2.912, 2.046], [5.534, 2.205, 2.338], [4.443, 0.004, 4.562], [3.726, -1.513, 4.033], [2.634, -0.225, 4.465], [3.559, 2.252, -1.377], [2.418, 2.954, -1.019], [1.158, 2.439, -0.918], [0.165, 3.223, -0.535], [0.865, 0.790, -1.197], [4.314, 2.326, -0.643], [3.952, 2.693, -2.201], [2.570, 3.870, -0.632], [0.271, 4.215, -0.233], [-0.731, 2.788, -0.305], [-0.409, 5.126, 2.676], [1.115, 6.091, 1.950], [0.039, 7.653, 1.992], [1.776, 6.252, 3.765], [2.747, 7.055, 1.380], [2.001, 4.366, 1.665], [0.464, 5.747, 0.130], [-1.366, 0.774, 3.939], [-0.512, 1.842, 3.608], [0.512, 1.607, 2.708], [0.780, 0.351, 2.217], [0.025, -0.730, 2.707], [-1.148, -0.504, 3.358], [-2.263, 0.816, 4.577], [-0.582, 2.871, 4.063], [1.091, 2.521, 2.453], [0.369, -1.755, 2.488], [-1.842, -1.337, 3.470], [-1.099, -5.254, -2.971], [-2.520, -4.786, -2.960], [-2.631, -3.523, -3.822], [-2.040, -2.203, -3.270], [-2.998, -1.237, -2.734], [-3.151, -1.076, -1.405], [-2.588, -2.199, -0.082], [-3.959, 0.008, -1.172], [-4.261, 0.561, 0.136], [-5.725, 0.389, 0.551], [-6.021, -0.794, 1.514], [-5.792, -0.443, 2.982], [-4.344, 0.517, -2.443], [-4.928, 1.719, -2.759], [-4.870, 2.176, -4.071], [-4.292, 1.412, -5.100], [-3.741, 0.148, -4.764], [-3.741, -0.264, -3.436], [-0.812, -6.007, -2.302], [-0.393, -4.421, -2.837], [-0.858, -5.814, -3.911], [-2.905, -4.526, -1.946], [-3.187, -5.594, -3.262], [-3.684, -3.349, -4.095], [-2.044, -3.759, -4.745], [-1.439, -1.683, -4.021], [-1.324, -2.433, -2.433], [-3.905, 1.580, 0.184], [-3.685, -0.028, 0.923], [-6.301, 0.287, -0.344], [-6.013, 1.417, 0.960], [-5.425, -1.726, 1.287], [-7.065, -1.138, 1.360], [-4.919, 0.224, 3.122], [-5.626, -1.339, 3.623], [-6.651, 0.012, 3.480], [-5.310, 2.314, -1.985], [-5.356, 3.129, -4.270], [-4.207, 1.796, -6.113], [-3.212, -0.450, -5.502]],
  "mulliken_charge": [-0.345, -1.237, 0.877, -1.085, -0.164, -0.176, -0.855, -0.570, -0.866, -0.144, 0.994, -1.072, -1.243, 0.428, 0.396, 0.346, 0.364, 0.255, 0.369, 0.411, 0.414, 0.354, 0.309, 0.353, 0.025, 0.512, 0.445, 0.330, 0.414, -0.605, 0.015, 0.402, -0.130, -0.430, 0.170, 0.304, 0.247, 0.369, -0.005, -0.560, 2.419, -0.497, -0.536, -0.545, -0.690, -0.700, -0.564, -0.707, 1.114, 0.478, -0.481, -0.651, 0.397, 0.434, 0.088, 0.340, 0.501, -1.190, -0.151, -0.696, -1.046, 0.543, 0.058, 0.065, 0.628, -0.219, -0.807, -0.352, -1.174, 0.301, -0.727, -0.622, -0.716, -0.462, 0.301, 0.437, 0.199, 0.331, 0.064, 0.357, 0.403, 0.377, 0.471, 0.285, 0.281, -0.147, 0.507, 0.396, 0.114, 0.407, 0.242, 0.343, 0.342, 0.570, 0.405, 0.416, 0.451]
}

[3]
{
  "formula": "C3H11N3",
  "method": "ωB97M-V/def2-TZVPD",
  "e_tot_ha": -284.96717,
  "orbital_gap_ha": [0.26614, 0.35712],
  "de_lowest_kcal_mol": 132.2,
  "species": ["C", "C", "C", "N", "N", "N", "H", "H", "H", "H", "H", "H", "H", "H", "H", "H", "H"],
  "xyz": [[-1.001, 0.812, 0.808], [-1.534, -0.895, -0.745], [1.542, 1.207, -0.352], [1.968, -1.562, 0.569], [-0.508, 0.016, -0.284], [0.667, 0.035, -0.717], [-0.902, 1.910, 0.667], [-2.174, 0.551, 0.961], [-0.616, 0.545, 1.818], [-1.080, -1.435, -1.553], [-1.934, -1.540, 0.049], [-2.459, -0.418, -1.087], [1.110, 1.731, 0.588], [2.614, 0.735, -0.161], [1.352, 2.011, -1.148], [1.939, -1.990, -0.375], [1.017, -1.715, 0.962]],
  "mulliken_charge": [-1.062, -1.001, -0.675, -0.578, 0.711, -0.728, 0.393, 0.305, 0.340, 0.331, 0.369, 0.366, 0.198, 0.325, 0.301, 0.227, 0.177]
}

[4]
{
  "formula": "C4H15N2OS",
  "method": "ωB97M-V/def2-TZVPD",
  "charge": 1,
  "e_tot_ha": -744.10242,
  "orbital_gap_ha": 0.37324,
  "de_lowest_kcal_mol": 6.9,
  "species": ["N", "C", "C", "S", "C", "N", "C", "H", "H", "H", "H", "H", "H", "H", "H", "H", "H", "H", "H", "H", "H", "H", "O"],
  "xyz": [[-1.275, 0.543, -0.604], [-0.282, -0.445, -1.090], [1.072, 0.217, -1.246], [1.025, 1.798, -2.093], [-0.252, -1.609, -0.110], [-0.126, -1.108, 1.264], [1.131, -1.424, 1.905], [-1.430, 1.296, -1.281], [-0.929, 1.065, 0.208], [-2.201, 0.199, -0.358], [-0.639, -0.762, -2.063], [1.463, 0.467, -0.264], [1.726, -0.549, -1.629], [1.315, 1.406, -3.329], [-1.138, -2.234, -0.186], [0.562, -2.288, -0.361], [-0.885, -1.459, 1.830], [1.230, -0.988, 2.895], [1.980, -1.056, 1.322], [1.369, -2.492, 2.000], [-0.732, 3.590, 0.626], [-1.509, 2.847, 1.759], [-1.475, 2.984, 0.807]],
  "mulliken_charge": [-0.283, 0.236, -0.915, -0.205, -0.950, -0.265, -0.983, 0.336, 0.384, 0.348, 0.301, 0.249, 0.467, 0.175, 0.486, 0.387, 0.254, 0.329, 0.305, 0.353, 0.341, 0.336, -0.688]
}

[5]
{
  "formula": "C5H9NO3",
  "method": "ωB97M-V/def2-TZVPD",
  "smiles": "CN=C1CC1.O=C(O)O",
  "e_tot_ha": -476.31629,
  "orbital_gap_ha": 0.38122,
  "de_lowest_kcal_mol": 80.2,
  "species": ["C", "N", "C", "C", "C", "H", "H", "H", "H", "H", "H", "H", "O", "C", "O", "O", "H", "H"],
  "xyz": [[0.211, -1.979, 0.958], [0.475, -1.048, -0.132], [-0.479, -0.335, -0.457], [-1.259, 0.323, -1.546], [-1.915, -0.356, -0.420], [-0.496, -2.739, 0.654], [1.142, -2.491, 1.129], [-0.015, -1.611, 1.984], [-1.285, -0.106, -2.565], [-1.410, 1.368, -1.446], [-2.442, 0.139, 0.326], [-2.337, -1.439, -0.496], [0.388, 1.617, 0.467], [1.614, 1.679, 0.284], [2.323, 0.655, -0.077], [2.244, 2.864, 0.660], [1.596, -0.123, -0.237], [1.647, 3.583, 0.914]],
  "mulliken_charge": [-1.075, -0.527, 0.647, -0.537, -0.500, 0.365, 0.357, 0.311, 0.240, 0.242, 0.273, 0.219, -0.655, 0.728, -0.516, -0.500, 0.588, 0.342]
}

[6]
{
  "formula": "C5H6INO2S",
  "method": "ωB97M-V/def2-TZVPD",
  "e_tot_ha": -1095.11765,
  "orbital_gap_ha": 0.26195,
  "de_lowest_kcal_mol": 41.5,
  "species": ["C", "C", "C", "C", "C", "N", "O", "O", "S", "I", "H", "H", "H", "H", "H", "H"],
  "xyz": [[-0.226, 0.323, 0.126], [0.676, -0.663, 0.129], [-1.624, -0.219, 0.175], [0.028, 1.820, 0.059], [2.179, -0.640, -0.109], [-1.709, -1.485, 0.084], [-2.414, 0.758, 0.423], [0.230, -3.003, -0.903], [-0.177, -2.258, 0.255], [-4.405, 1.155, 0.188], [-0.282, 2.145, 1.028], [-0.571, 2.087, -0.751], [1.061, 1.884, -0.022], [2.323, -0.160, -1.058], [2.355, -1.718, -0.213], [2.556, -0.026, 0.591]],
  "mulliken_charge": [0.432, 0.421, 0.738, -1.424, -1.466, -0.599, -0.622, -0.556, 0.491, 0.323, 0.306, 0.352, 0.435, 0.354, 0.376, 0.438]
}

[7]
{
  "formula": "C33H35CaN3O2S",
  "method": "ωB97M-V/def2-TZVPD",
  "e_tot_ha": -2669.13266,
  "orbital_gap_ha": 0.26589,
  "de_lowest_kcal_mol": 10.7,
  "species": ["Ca", "C", "C", "C", "C", "C", "C", "C", "C", "C", "H", "H", "H", "H", "H", "H", "H", "H", "H", "H", "H", "H", "C", "N", "C", "C", "C", "C", "C", "C", "C", "C", "H", "H", "H", "H", "H", "H", "H", "H", "H", "H", "H", "H", "O", "S", "O", "N", "C", "C", "C", "C", "C", "C", "C", "C", "N", "C", "C", "C", "C", "C", "C", "C", "H", "H", "H", "H", "H", "H", "H", "H", "H", "H", "H"],
  "xyz": [[-0.013, -0.146, 0.723], [-0.799, 3.466, 1.973], [-0.617, 2.163, 2.711], [0.628, 1.781, 3.188], [0.809, 0.563, 3.847], [2.174, 0.164, 4.335], [-0.285, -0.278, 4.005], [-1.547, 0.058, 3.512], [-2.685, -0.924, 3.597], [-1.698, 1.290, 2.886], [-0.662, 3.334, 0.896], [-0.066, 4.205, 2.296], [-1.799, 3.871, 2.134], [1.477, 2.439, 3.041], [2.838, -0.042, 3.492], [2.127, -0.731, 4.953], [2.630, 0.964, 4.919], [-0.152, -1.235, 4.496], [-2.672, -1.595, 2.733], [-3.650, -0.415, 3.626], [-2.598, -1.553, 4.482], [-2.672, 1.583, 2.509], [0.540, -2.601, -2.135], [-0.617, -1.943, -1.541], [-1.461, -1.394, -2.592], [-1.390, -2.893, -0.717], [-0.578, -3.420, 0.448], [-0.378, -4.790, 0.566], [0.400, -5.295, 1.603], [0.982, -4.410, 2.498], [0.767, -3.038, 2.346], [-0.023, -2.472, 1.330], [0.236, -3.372, -2.859], [1.141, -3.075, -1.361], [1.149, -1.860, -2.658], [-1.778, -2.170, -3.306], [-0.916, -0.624, -3.143], [-2.355, -0.944, -2.161], [-1.761, -3.729, -1.332], [-2.267, -2.344, -0.357], [-0.820, -5.470, -0.156], [0.556, -6.363, 1.702], [1.602, -4.785, 3.304], [1.260, -2.389, 3.071], [2.088, 2.992, -0.160], [1.923, 1.588, -0.426], [2.092, 0.654, 0.720], [0.533, 1.179, -1.000], [-0.332, 1.986, -1.753], [0.026, 2.846, -2.749], [-0.960, 3.533, -3.503], [-2.285, 3.335, -3.276], [-2.691, 2.444, -2.245], [-4.051, 2.153, -1.983], [-4.384, 1.297, -0.980], [-3.348, 0.750, -0.195], [-2.076, 0.981, -0.401], [-1.725, 1.802, -1.456], [3.165, 1.143, -1.583], [3.431, -0.203, -1.811], [4.351, -0.551, -2.784], [4.998, 0.439, -3.518], [4.736, 1.778, -3.271], [3.813, 2.141, -2.297], [1.073, 2.989, -2.980], [-0.641, 4.211, -4.284], [-3.037, 3.845, -3.865], [-4.818, 2.618, -2.594], [-5.413, 1.038, -0.769], [-3.592, 0.102, 0.643], [2.934, -0.964, -1.222], [4.568, -1.595, -2.969], [5.714, 0.162, -4.281], [5.252, 2.545, -3.834], [3.603, 3.179, -2.078]],
  "mulliken_charge": [1.626, -1.750, 1.182, -0.364, 0.963, -1.868, -0.561, 0.875, -1.790, -0.431, 0.069, 0.429, 0.446, 0.275, 0.264, 0.360, 0.491, 0.428, 0.165, 0.418, 0.462, 0.402, -1.332, 1.059, -1.498, -1.021, 0.356, -0.759, -0.585, -0.971, -0.354, 0.320, 0.287, 0.398, 0.334, 0.463, 0.320, 0.301, 0.363, 0.150, 0.345, 0.356, 0.434, 0.296, -0.832, 1.956, -0.967, 0.292, -0.304, -0.501, -0.848, -1.039, 0.835, -0.983, -0.998, -0.539, 1.148, -0.302, -0.405, -0.602, -0.748, -0.442, -0.761, -0.212, 0.457, 0.403, 0.406, 0.402, 0.467, 0.377, 0.650, 0.420, 0.395, 0.401, 0.519]
}

[8]
{
  "formula": "C15H23MoN2S",
  "method": "ωB97M-V/def2-TZVPD",
  "charge": 1,
  "e_tot_ha": -1160.84735,
  "orbital_gap_ha": [0.23001, 0.23890],
  "s_squared": 2.0568,
  "spin_multiplicity": 3,
  "de_lowest_kcal_mol": 0.0,
  "species": ["C", "C", "C", "C", "H", "H", "H", "H", "H", "H", "H", "H", "H", "C", "C", "C", "H", "C", "C", "H", "H", "H", "H", "C", "C", "C", "H", "C", "C", "H", "H", "H", "H", "Mo", "N", "C", "N", "S", "H", "H", "H", "H"],
  "xyz": [[-0.568, 0.885, -2.362], [-0.101, 2.323, -2.410], [0.125, 0.023, -3.419], [-2.078, 0.840, -2.530], [-0.429, 0.076, -4.371], [0.168, -1.038, -3.142], [1.153, 0.349, -3.613], [-0.199, 2.704, -3.436], [0.936, 2.473, -2.118], [-0.709, 2.964, -1.769], [-2.389, 1.542, -3.317], [-2.608, 1.134, -1.622], [-2.444, -0.147, -2.826], [2.181, -0.511, 1.064], [2.337, -0.713, -0.346], [2.217, 0.584, -0.980], [2.676, -1.615, -0.839], [1.975, 1.554, 0.036], [1.987, 0.902, 1.321], [2.116, 1.437, 2.264], [2.363, -1.259, 1.824], [2.480, 0.786, -2.015], [1.871, 2.622, -0.091], [-1.774, -1.352, 1.245], [-0.561, -2.135, 1.197], [-0.257, -2.435, -0.172], [-0.071, -2.580, 2.054], [-1.301, -1.851, -0.986], [-2.191, -1.146, -0.115], [-3.113, -0.655, -0.393], [-2.407, -1.140, 2.106], [0.486, -3.139, -0.528], [-1.465, -2.066, -2.040], [0.180, -0.269, -0.404], [0.674, -0.886, 4.270], [-0.053, 0.073, 3.695], [-0.750, 0.938, 4.409], [-0.370, 0.617, 1.886], [0.705, -0.912, 5.286], [1.230, -1.582, 3.806], [-1.265, 1.635, 3.938], [-0.756, 0.972, 5.445]],
  "mulliken_charge": [1.846, -1.637, -1.219, -1.805, 0.448, 0.231, 0.344, 0.448, 0.286, 0.343, 0.519, 0.288, 0.313, -0.214, -0.926, -0.896, 0.560, -0.452, -0.247, 0.507, 0.598, 0.656, 0.424, -0.475, -0.238, -0.921, 0.657, -0.871, -0.486, 0.577, 0.529, 0.577, 0.665, -0.171, -0.322, 0.722, -0.374, -0.171, 0.222, 0.196, 0.250, 0.217]
}